{
  "formula": "C6H3CdF12O14S4",
  "method": "ωB97M-V/def2-TZVPD",
  "species": ["Cd", "C", "C", "O", "O", "H", "H", "H", "C", "F", "F", "F", "S", "O", "O", "O", "C", "F", "F", "F", "S", "O", "O", "O", "C", "F", "F", "F", "S", "O", "O", "O", "C", "F", "F", "F", "S", "O", "O", "O"],
  "xyz": [[-10.8262, -40.6443, -21.2111], [-13.1671, -43.7103, -19.8854], [-12.3115, -42.5587, -20.4022], [-12.7244, -41.9191, -21.3946], [-11.1712, -42.3711, -19.8818], [-14.0491, -43.4164, -19.3111], [-12.5784, -44.3080, -19.1845], [-13.5060, -44.3378, -20.7093], [-10.8433, -36.6015, -23.0004], [-9.6637, -36.6571, -22.3867], [-11.7069, -36.2105, -22.0559], [-10.8544, -35.6970, -23.9813], [-11.3809, -38.2565, -23.7279], [-12.7687, -37.9994, -24.0657], [-10.5421, -38.4940, -24.8973], [-11.1385, -39.1812, -22.6099], [-7.0916, -41.2488, -19.0247], [-8.0533, -41.7550, -18.2721], [-6.0794, -40.8740, -18.2086], [-6.5829, -42.2119, -19.8069], [-7.6775, -39.7654, -20.0584], [-7.9033, -38.7351, -19.0802], [-6.5608, -39.4694, -20.9622], [-8.8355, -40.3262, -20.7498], [-9.5259, -44.4263, -22.7802], [-10.4728, -44.8900, -21.9403], [-8.4649, -44.0694, -22.0556], [-9.1930, -45.4362, -23.5921], [-10.1421, -42.9167, -23.7399], [-10.2391, -41.8401, -22.7670], [-9.0759, -42.6839, -24.7092], [-11.3925, -43.3323, -24.3764], [-13.9180, -38.0920, -19.7723], [-14.7161, -39.1258, -19.4350], [-13.8296, -38.0880, -21.0961], [-14.4648, -36.9558, -19.3435], [-12.2116, -38.3758, -18.9364], [-12.6267, -38.9712, -17.6630], [-11.5559, -39.3053, -19.8571], [-11.6138, -37.0578, -18.8404]],
  "total_charge": -3,
  "e_above_lowest_kcal_mol": 0.0,
  "gap_ev": 8.259,
  "multiplicity": 1
}